ORCA calculation (ωB97M-V with the def2-TZVPD basis set) on C17H7Cl56NO2 as an isolated structure.

Calculated values
strongest force on any atom: 0.18052 Eh/bohr
multiplicity: 1
frontier orbital gap: 9.59 eV

CARTESIAN COORDINATES (ANGSTROEM)
N1 4.51576 -6.45240 5.03142
C1 3.96668 -5.60630 3.87474
C2 2.45786 -5.12580 4.30904
O1 1.51056 -5.64963 3.30731
C3 0.81998 -6.84375 3.89436
O2 -0.03460 -6.70194 4.94516
H1 3.71092 -7.09493 5.29636
H2 5.18970 -7.11292 4.54335
H3 3.88612 -6.34325 2.95466
H4 4.67956 -4.73648 3.55037
H5 2.31289 -3.95234 4.34069
H6 2.23246 -5.49755 5.41670
H7 0.95552 -7.91699 3.42736
C4 0.66541 -2.79902 1.20296
Cl1 -0.45691 -3.74214 2.21566
Cl2 -0.23799 -1.52875 0.33992
Cl3 1.90788 -2.04719 2.23517
Cl4 1.44860 -3.87811 0.02102
C5 -3.05690 1.27863 -1.56936
Cl5 -2.09707 2.12045 -2.81221
Cl6 -4.22583 0.18972 -2.35828
Cl7 -1.97173 0.32804 -0.52376
Cl8 -3.93300 2.47644 -0.58320
C6 4.57414 -4.74679 8.52693
Cl9 5.32978 -3.18569 8.11876
Cl10 3.83670 -4.64440 10.14564
Cl11 3.31656 -5.13031 7.32450
Cl12 5.81367 -6.02675 8.51885
C7 -5.92580 1.64964 2.70907
Cl13 -6.84820 3.04185 2.08814
Cl14 -5.60915 0.50646 1.37963
Cl15 -4.37835 2.21674 3.38603
Cl16 -6.86764 0.83350 3.98252
C8 0.13238 5.20781 -0.98727
Cl17 -1.44981 4.53430 -0.52072
Cl18 0.70210 6.32016 0.28263
Cl19 1.30652 3.88262 -1.18660
Cl20 -0.02940 6.09423 -2.52444
C9 0.13239 6.35256 4.49956
Cl21 -0.70328 5.46275 3.20167
Cl22 0.65005 5.20996 5.76487
Cl23 1.55937 7.18141 3.82785
Cl24 -0.97674 7.55614 5.20387
C10 -4.96764 3.46420 -5.15622
Cl25 -6.23915 4.32405 -6.06096
Cl26 -3.62160 4.58113 -4.81688
Cl27 -5.63792 2.85799 -3.62074
Cl28 -4.37190 2.09360 -6.12645
C11 0.13239 2.39544 -6.63750
Cl29 -0.70328 1.50563 -7.93539
Cl30 0.65005 1.25283 -5.37220
Cl31 1.55937 3.22429 -7.30922
Cl32 -0.97674 3.59902 -5.93320
C12 -10.36766 3.85014 -5.68656
Cl33 -8.86973 3.57700 -4.76124
Cl34 -10.19058 3.16117 -7.32011
Cl35 -11.73186 3.06224 -4.85431
Cl36 -10.67838 5.60024 -5.81057
C13 5.76814 -8.17271 0.53372
Cl37 4.21535 -7.77566 -0.24464
Cl38 5.75754 -7.58312 2.21503
Cl39 6.00230 -9.93893 0.52513
Cl40 7.09735 -7.39299 -0.36073
C14 -1.43187 2.03684 7.78611
Cl41 0.10079 2.94301 7.85258
Cl42 -1.10213 0.29700 7.98303
Cl43 -2.50600 2.58974 9.09570
Cl44 -2.22010 2.31762 6.21300
C15 5.46811 3.50156 -8.41833
Cl45 5.12406 2.01017 -7.50620
Cl46 4.97029 3.28779 -10.11568
Cl47 4.56392 4.85866 -7.70057
Cl48 7.21430 3.84954 -8.35086
C16 -5.93186 -3.24226 5.51317
Cl49 -4.34031 -3.69538 6.17368
Cl50 -6.85634 -2.35236 6.74928
Cl51 -5.70745 -2.20769 4.08007
Cl52 -6.82334 -4.71375 5.04970
C17 7.56816 5.03079 -13.29452
Cl53 6.64577 6.42300 -13.91546
Cl54 7.88482 3.88761 -14.62396
Cl55 9.11561 5.59789 -12.61756
Cl56 6.62632 4.21465 -12.02107